Arrangement w

Density functional theory data (ωB97M-V/def2-TZVPD) for 10 unconnected molecules or ions with the total composition C40H56N9O16.

Summary:
Multiplicity   1
Total charge   -1

Last column: Löwdin charge in e.
Geometry (Å):
1 C -0.66063 0.15160 0.30280  -0.870
2 O -0.69321 0.90659 -0.67554  -0.052
3 O -1.82603 -0.41482 0.70756  0.050
4 O 0.35710 -0.21224 0.89752  -0.034
5 H -2.42189 -0.01309 0.11970  0.035
6 C 1.61874 -4.43527 0.16449  -0.095
7 C 2.34546 -5.51963 -0.64477  -0.047
8 C 3.73420 -5.34329 -0.98120  0.030
9 C 4.50469 -4.08550 -0.39178  -0.124
10 C 3.69013 -3.06642 0.42722  0.132
11 C 2.15355 -3.29897 0.59053  -0.087
12 N 5.84633 -3.96032 -0.61046  -0.359
13 O 6.36924 -4.67534 -1.57961  -0.014
14 O 6.55434 -3.13516 -0.02305  0.049
15 H 0.45130 -4.43664 0.29025  0.136
16 H 1.96744 -6.27522 -1.26092  0.061
17 H 4.28126 -6.06356 -1.65157  0.113
18 H 4.02197 -1.96374 0.83109  0.133
19 H 1.73306 -2.52605 1.16387  0.059
20 C -2.76656 0.92062 5.03679  -0.092
21 C -1.83039 0.93845 3.78123  0.016
22 C -0.77515 1.98085 3.64241  0.048
23 C -0.84604 3.26280 4.56245  -0.091
24 C -1.77189 3.12965 5.81667  0.056
25 C -2.73207 1.87899 5.95011  -0.140
26 N 0.04092 4.39377 4.40984  -0.406
27 O -0.01005 5.18677 5.38458  0.007
28 O 0.82323 4.46896 3.53618  0.109
29 H -3.45559 0.10959 5.30646  0.099
30 H -2.13138 0.29798 3.02869  0.025
31 H -0.37765 2.07308 2.54724  0.111
32 H -1.80330 3.78816 6.90451  0.157
33 H -3.31636 1.91299 6.93881  0.109
34 C -2.05087 5.30858 0.19939  -0.148
35 C -1.42759 3.96527 0.03007  0.048
36 C 0.16342 3.91508 0.22169  0.074
37 C 0.79852 5.24978 0.14645  -0.146
38 C 0.12546 6.57311 0.27639  0.056
39 C -1.40573 6.42239 0.39079  -0.111
40 N 2.26067 5.33525 0.18542  -0.286
41 O 2.90525 4.15913 0.29625  -0.030
42 O 2.84412 6.39302 0.38954  0.067
43 H -3.04865 5.19671 -0.00838  0.071
44 H -1.96098 3.03292 -0.31173  0.087
45 H 0.73117 3.09816 -0.03244  0.042
46 H 0.63413 7.52570 0.11922  0.095
47 H -1.85242 7.56978 0.48073  0.152
48 C -1.08751 -1.79026 -2.83575  -0.068
49 C 0.22684 -2.34082 -2.37245  0.006
50 C 0.76077 -3.60947 -3.01663  0.115
51 C -0.11652 -4.28762 -4.27069  -0.057
52 C -1.25000 -3.40806 -4.82511  0.058
53 C -1.79521 -2.21364 -3.97568  -0.057
54 N 0.38177 -5.47713 -4.90267  -0.375
55 O 1.01307 -6.34509 -4.21726  0.021
56 O 0.14260 -5.62141 -6.09967  0.054
57 H -1.37356 -0.84349 -2.33148  0.085
58 H 0.46761 -1.91639 -1.48460  0.032
59 H 1.63756 -3.98923 -2.76184  0.000
60 H -1.82777 -3.79823 -5.69631  0.093
61 H -2.68788 -1.67570 -4.25806  0.073
62 C 3.00541 -0.60131 3.15168  -0.294
63 O 3.17155 -1.32386 4.16959  -0.038
64 N 4.08430 -0.11637 2.52968  -0.135
65 C 3.90898 0.75444 1.30961  -0.018
66 C 5.46967 -0.32346 3.01971  -0.001
67 H 2.16190 -0.44127 2.84755  0.027
68 H 4.38038 1.71875 1.35139  0.078
69 H 2.92246 1.22953 1.08688  0.103
70 H 4.22892 0.23895 0.50685  0.015
71 H 5.97620 -1.10389 2.31791  0.123
72 H 5.51136 -0.63168 3.93235  0.006
73 H 6.00344 0.60398 2.92976  0.083
74 C 4.27131 2.29735 -2.49551  -0.339
75 O 5.31379 2.91594 -2.70444  -0.017
76 N 4.20129 0.94845 -2.51280  -0.170
77 C 2.91685 0.37870 -2.27945  -0.087
78 C 5.40516 0.11946 -2.54288  -0.045
79 H 3.28972 2.80942 -2.64097  0.138
80 H 2.56479 0.05552 -3.18366  0.040
81 H 1.94987 0.99253 -1.76648  0.170
82 H 3.01261 -0.59461 -1.86465  0.055
83 H 6.35698 0.63044 -2.92560  0.116
84 H 5.35929 -0.79522 -3.06857  0.066
85 H 5.85520 -0.25588 -1.65459  0.059
86 C -2.81385 2.57895 -3.12673  -0.357
87 O -3.84541 1.99986 -3.23889  0.037
88 N -2.48222 3.68605 -3.85602  -0.181
89 C -1.15849 4.33693 -3.77016  -0.070
90 C -3.33708 4.23572 -4.89655  -0.094
91 H -1.93951 2.19318 -2.47626  0.135
92 H -1.07363 5.42948 -3.62261  0.083
93 H -0.41781 4.30609 -4.63332  0.097
94 H -0.72483 3.77380 -2.94287  0.061
95 H -3.09517 3.65488 -5.89370  0.121
96 H -3.52760 5.31230 -5.09600  0.084
97 H -4.42911 4.01999 -4.76134  0.080
98 C -3.14971 -2.53548 2.95349  -0.267
99 O -4.36336 -2.76989 3.29375  -0.086
100 N -2.18273 -3.14422 3.68295  -0.136
101 C -0.75916 -2.89898 3.25946  -0.001
102 C -2.36725 -4.16393 4.77428  0.046
103 H -2.99041 -1.71154 2.37839  0.068
104 H -0.58846 -2.04153 2.53376  0.093
105 H -0.69140 -3.89491 2.70634  0.118
106 H -0.33143 -2.58977 4.07461  0.023
107 H -1.57015 -4.13952 5.38987  0.072
108 H -2.32196 -4.97207 4.40360  -0.009
109 H -3.20451 -3.97301 5.24856  0.053
110 C -5.19832 -0.78766 0.54925  -0.299
111 O -4.66076 0.37086 0.60351  -0.032
112 N -5.29821 -1.43560 -0.58064  -0.160
113 C -5.90765 -2.75878 -0.76178  -0.080
114 C -4.74000 -0.95876 -1.87179  -0.015
115 H -5.79730 -1.17040 1.19144  0.068
116 H -6.59330 -3.06540 0.23395  0.142
117 H -5.26471 -3.68847 -0.87882  0.099
118 H -6.71433 -2.63895 -1.49897  0.072
119 H -3.78824 -0.57514 -1.79433  0.035
120 H -5.37980 -0.22652 -2.08979  0.036
121 H -4.89659 -1.66742 -2.85735  0.151


Arrangement x

Density functional theory data (ωB97M-V/def2-TZVPD) for 10 unconnected molecules or ions with the total composition C40H56N9O16.

Summary:
Multiplicity   1
Total charge   -1

Last column: Löwdin charge in e.
Geometry (Å):
1 C -0.09474 -0.05136 0.62676  -0.880
2 O 1.06286 -0.31141 0.37100  -0.014
3 O -0.72846 -0.51973 1.72016  0.060
4 O -0.68430 0.75102 -0.13355  -0.067
5 H -0.21819 -1.19517 2.02708  0.044
6 C 5.51730 0.31842 1.38024  -0.160
7 C 4.23210 -0.11188 0.84211  -0.002
8 C 4.27140 -1.56135 0.10388  0.039
9 C 5.42330 -2.45867 0.36730  -0.127
10 C 6.77318 -1.79669 0.74815  0.083
11 C 6.76570 -0.32079 1.37140  -0.039
12 N 5.43454 -3.85529 -0.12365  -0.367
13 O 6.55461 -4.49776 0.06502  -0.014
14 O 4.44474 -4.36094 -0.47785  0.101
15 H 5.21815 1.25947 1.90214  0.099
16 H 3.21761 0.55591 0.66991  0.126
17 H 3.34279 -1.84825 -0.35853  0.065
18 H 7.56876 -2.48249 0.87178  0.054
19 H 7.59665 0.09239 1.94068  0.081
20 C 3.03176 0.03865 -3.13634  -0.137
21 C 3.79720 1.22658 -3.57216  -0.079
22 C 4.03240 1.33438 -5.07148  0.028
23 C 3.84352 0.02060 -6.01373  -0.046
24 C 3.18237 -1.23693 -5.30089  0.071
25 C 2.80479 -1.15807 -3.80264  -0.072
26 N 4.08999 0.00725 -7.49865  -0.369
27 O 4.43172 1.12870 -8.00402  0.014
28 O 4.32558 -1.09183 -7.88110  0.081
29 H 2.71998 0.13349 -1.94938  0.134
30 H 4.06227 2.17033 -2.85835  0.137
31 H 4.48190 2.27483 -5.64327  0.120
32 H 3.00778 -2.13143 -5.83448  0.059
33 H 2.20828 -1.96440 -3.51267  0.065
34 C -2.82341 3.67659 -1.98691  -0.076
35 C -3.84813 4.67432 -2.50836  0.004
36 C -4.52128 5.59562 -1.47232  0.048
37 C -4.22155 5.41894 0.01291  -0.046
38 C -3.18061 4.37585 0.40701  0.055
39 C -2.50698 3.56830 -0.64209  -0.078
40 N -4.70582 6.32347 1.12817  -0.374
41 O -4.32323 6.17482 2.24696  0.082
42 O -5.49771 7.20050 0.73939  0.038
43 H -2.27915 3.03023 -2.72047  0.086
44 H -3.94502 4.93125 -3.62093  0.102
45 H -5.05499 6.32425 -1.76369  -0.002
46 H -2.68822 4.27213 1.39390  0.100
47 H -1.72340 2.87542 -0.67660  0.046
48 C -3.95508 -0.14972 -4.16319  -0.142
49 C -3.74021 0.20212 -5.53826  -0.031
50 C -2.30372 0.85379 -5.90711  0.047
51 C -1.31319 1.18500 -4.91969  -0.181
52 C -1.56561 0.63670 -3.45184  0.068
53 C -2.94415 0.06113 -3.20396  -0.083
54 N -0.12924 1.78353 -5.18901  -0.395
55 O 0.22311 2.00608 -6.34594  0.063
56 O 0.51727 2.26663 -4.28193  0.057
57 H -4.97630 -0.44700 -3.88921  0.102
58 H -4.54880 -0.08003 -6.35260  0.119
59 H -2.04892 1.14414 -7.02594  0.131
60 H -0.72796 0.80747 -2.83025  0.061
61 H -3.18364 0.11304 -1.95351  0.181
62 C -3.63809 1.16435 1.90155  -0.286
63 O -4.78868 1.30204 1.51388  -0.012
64 N -3.26673 1.76986 3.10528  -0.143
65 C -1.97256 1.63571 3.57231  -0.100
66 C -4.10746 2.90552 3.63835  0.002
67 H -3.02523 0.40697 1.33735  0.127
68 H -2.05172 0.74727 4.13452  0.050
69 H -1.56157 2.16321 4.36764  0.079
70 H -1.24544 1.37071 2.82730  0.071
71 H -5.11561 2.51767 3.78717  0.095
72 H -4.18017 3.75652 3.03095  0.043
73 H -3.99055 3.08381 4.58448  0.023
74 C -2.18133 -4.04664 6.45567  -0.321
75 O -2.70454 -5.21529 6.12805  -0.107
76 N -2.22917 -3.14543 5.58209  -0.187
77 C -1.65336 -1.90162 5.84937  -0.132
78 C -2.90356 -3.24047 4.16146  0.010
79 H -1.57474 -3.86285 7.29827  0.120
80 H -0.93474 -1.28035 4.92045  0.171
81 H -1.12029 -1.80568 6.79583  0.072
82 H -2.40741 -1.18957 6.14018  0.067
83 H -3.15895 -2.23176 3.48508  0.137
84 H -3.91688 -3.74788 4.18561  0.091
85 H -2.24041 -3.90826 3.55781  0.082
86 C -3.00128 -2.45919 0.23097  -0.276
87 O -4.23485 -2.64235 0.68847  -0.118
88 N -2.64770 -3.00648 -0.90176  -0.174
89 C -1.33669 -2.47789 -1.54692  0.010
90 C -3.47962 -3.86992 -1.66295  -0.099
91 H -2.29620 -1.72697 0.76816  0.131
92 H -1.13774 -1.45867 -1.37203  0.025
93 H -1.39985 -2.96203 -2.73753  0.163
94 H -0.58237 -2.92479 -1.03443  0.028
95 H -3.41932 -3.83116 -2.92312  0.137
96 H -4.59979 -3.85068 -1.45599  0.105
97 H -3.11912 -4.84134 -1.60855  0.042
98 C 3.18565 -5.75690 3.16152  -0.278
99 O 3.24518 -6.57233 4.04575  -0.010
100 N 2.30389 -4.65798 3.48347  -0.226
101 C 2.24664 -3.48637 2.55416  -0.066
102 C 1.49590 -4.63110 4.69967  -0.071
103 H 3.80705 -5.86327 2.22818  0.144
104 H 3.26748 -3.25730 2.22296  0.050
105 H 1.95250 -2.63312 3.22371  0.086
106 H 1.51984 -3.78869 1.62925  0.132
107 H 1.10799 -5.68869 4.89183  0.115
108 H 0.73270 -3.88559 4.60197  0.046
109 H 2.15144 -4.22605 5.52554  0.102
110 C 1.56711 3.12588 1.25033  -0.288
111 O 2.21485 3.17727 2.34170  -0.049
112 N 2.15648 3.62473 0.13191  -0.181
113 C 1.48184 3.48486 -1.19847  -0.050
114 C 3.35073 4.46136 0.20181  -0.065
115 H 0.49824 2.85844 0.95333  0.140
116 H 1.34128 2.53650 -1.85458  0.084
117 H 2.09811 4.35847 -1.94239  0.150
118 H 0.61595 4.06637 -0.87400  0.060
119 H 3.36659 5.40641 0.71684  0.089
120 H 3.70676 4.95802 -0.70588  0.083
121 H 4.10792 4.01055 0.58698  0.009


Most stable to least stable, the ends of the list are arrangement w and arrangement x.


Arrangement w

Density functional theory data (ωB97M-V/def2-TZVPD) for a single C19H32N4O2S molecule.

Summary:
Multiplicity   1
Structure (SMILES)   CC[C@H](c1nnc(SCC(=O)N2C[C@]3(C)C[C@H]2CC(C)(C)C3)o1)N(C)C
Total charge   0

Last column: natural (NBO) charge in e.
Geometry (Å):
1 C -3.66127 0.50029 -2.35589  -0.617
2 C -4.51030 1.03571 -1.20941  -0.390
3 C -4.07870 0.61458 0.21082  -0.090
4 C -2.71653 1.13872 0.53766  0.451
5 N -1.86985 0.67985 1.39646  -0.303
6 N -0.78287 1.48314 1.37236  -0.365
7 C -1.02704 2.40388 0.48908  0.290
8 S -0.03359 3.72266 -0.00003  0.329
9 C 1.48524 3.32909 0.94013  -0.609
10 C 2.48096 2.59438 0.04145  0.671
11 O 2.99857 3.16516 -0.90086  -0.634
12 N 2.74649 1.31864 0.34954  -0.440
13 C 2.24371 0.52269 1.45559  -0.243
14 C 2.85770 -0.86240 1.20920  -0.031
15 C 2.98902 -1.65714 2.50304  -0.599
16 C 4.20069 -0.48016 0.58338  -0.409
17 C 3.72511 0.55817 -0.42171  -0.043
18 C 3.07406 -0.14437 -1.61490  -0.406
19 C 1.88389 -1.04395 -1.22322  -0.038
20 C 0.58224 -0.23870 -1.30788  -0.609
21 C 1.77550 -2.18634 -2.24280  -0.596
22 C 2.05765 -1.67306 0.17971  -0.401
23 O -2.24014 2.25304 -0.07965  -0.423
24 N -4.25608 -0.80844 0.45386  -0.440
25 C -4.73917 -1.09544 1.79107  -0.408
26 C -3.11786 -1.65453 0.14484  -0.427
27 H -3.79212 -0.57195 -2.46869  0.209
28 H -3.97016 0.97594 -3.28437  0.217
29 H -2.60667 0.71941 -2.20375  0.204
30 H -5.53946 0.70025 -1.34280  0.217
31 H -4.50042 2.12741 -1.24212  0.206
32 H -4.76899 1.13501 0.89126  0.225
33 H 1.91152 4.29888 1.19651  0.257
34 H 1.18650 2.78305 1.82879  0.258
35 H 1.15284 0.49662 1.48646  0.250
36 H 2.61005 0.92737 2.40761  0.191
37 H 3.59601 -1.11626 3.22581  0.208
38 H 3.46035 -2.61849 2.31276  0.211
39 H 2.00879 -1.83355 2.93951  0.213
40 H 4.70386 -1.31977 0.11012  0.214
41 H 4.86614 -0.03749 1.32579  0.209
42 H 4.50430 1.23903 -0.77449  0.235
43 H 2.73821 0.60815 -2.32963  0.225
44 H 3.84701 -0.74135 -2.10281  0.206
45 H 0.63868 0.67091 -0.72193  0.212
46 H 0.38591 0.04245 -2.34158  0.208
47 H -0.25800 -0.83139 -0.94984  0.202
48 H 1.64804 -1.78775 -3.24683  0.208
49 H 0.91975 -2.81810 -2.01385  0.206
50 H 2.67056 -2.80511 -2.23419  0.202
51 H 1.06921 -1.88806 0.59102  0.212
52 H 2.57243 -2.63020 0.06471  0.205
53 H -5.66918 -0.55640 1.96711  0.195
54 H -4.01192 -0.82654 2.56877  0.182
55 H -4.94409 -2.16265 1.85989  0.201
56 H -2.68676 -1.37097 -0.80948  0.201
57 H -2.33711 -1.60080 0.91451  0.195
58 H -3.47268 -2.68319 0.07392  0.199


Arrangement x

Density functional theory data (ωB97M-V/def2-TZVPD) for a single C19H32N4O2S molecule.

Summary:
Multiplicity   1
Structure (SMILES)   OCC[C@@H]1CN(Cc2cnc(N3CCOCC3)s2)CCN1C1CCCC1
Total charge   0

Last column: natural (NBO) charge in e.
Geometry (Å):
1 O -0.86921 -2.09996 0.74620  -0.732
2 C 0.12881 -2.62288 -0.09593  -0.053
3 C 0.94029 -1.55846 -0.83596  -0.438
4 C 1.81068 -0.69653 0.09172  -0.052
5 C 0.98616 0.43447 0.72355  -0.257
6 N 0.54757 1.35534 -0.30806  -0.454
7 C -0.41382 2.32432 0.18308  -0.243
8 C -1.70039 1.65074 0.50456  -0.240
9 C -2.46270 1.69845 1.62088  -0.015
10 N -3.59861 0.95334 1.61954  -0.535
11 C -3.73853 0.29520 0.51967  0.296
12 N -4.70980 -0.61252 0.28581  -0.429
13 C -5.05098 -1.03425 -1.05424  -0.239
14 C -6.20867 -0.17473 -1.58134  -0.082
15 O -7.31844 -0.23932 -0.71571  -0.523
16 C -6.98667 0.19966 0.58457  -0.083
17 C -5.85282 -0.64295 1.17928  -0.251
18 S -2.44225 0.57822 -0.66205  0.285
19 C 1.70627 1.95465 -0.93670  -0.239
20 C 2.54149 0.84075 -1.57900  -0.221
21 N 2.96535 -0.19206 -0.65094  -0.455
22 C 4.10075 0.13965 0.20036  -0.038
23 C 5.28492 0.73685 -0.57014  -0.415
24 C 6.48610 0.39043 0.30096  -0.396
25 C 6.21138 -1.05805 0.69574  -0.405
26 C 4.68436 -1.14073 0.84540  -0.410
27 H -1.41264 -1.49396 0.22476  0.467
28 H -0.32702 -3.29827 -0.83732  0.155
29 H 0.77698 -3.21700 0.55355  0.171
30 H 1.59683 -2.06157 -1.54695  0.222
31 H 0.25552 -0.91193 -1.38831  0.212
32 H 2.18300 -1.33252 0.89863  0.210
33 H 0.11770 0.00755 1.22626  0.238
34 H 1.59302 0.95686 1.48743  0.164
35 H -0.06044 2.86240 1.08265  0.184
36 H -0.57363 3.06240 -0.61250  0.207
37 H -2.24069 2.28506 2.49428  0.209
38 H -4.18255 -0.94998 -1.70772  0.215
39 H -5.36809 -2.08085 -1.00608  0.208
40 H -6.55455 -0.53790 -2.55008  0.198
41 H -5.86827 0.86805 -1.68233  0.166
42 H -7.89677 0.10537 1.17799  0.199
43 H -6.67472 1.25485 0.55766  0.170
44 H -5.54597 -0.25297 2.14816  0.249
45 H -6.17603 -1.68358 1.27558  0.201
46 H 1.37238 2.64842 -1.71288  0.201
47 H 2.31879 2.51937 -0.20883  0.159
48 H 3.41170 1.27162 -2.07123  0.208
49 H 1.92849 0.35591 -2.34293  0.200
50 H 3.82221 0.84760 1.00112  0.165
51 H 5.18754 1.81015 -0.72984  0.208
52 H 5.37441 0.23545 -1.53461  0.205
53 H 7.43268 0.51103 -0.22431  0.210
54 H 6.49932 1.02863 1.18646  0.195
55 H 6.72985 -1.34280 1.61040  0.208
56 H 6.54581 -1.72195 -0.10186  0.200
57 H 4.29438 -2.01509 0.32669  0.216
58 H 4.39952 -1.20995 1.89492  0.203


Most stable to least stable, the ends of the list are arrangement w and arrangement x.